1.
{"formula": "CH4O3", "method": "ωB97M-V with the def2-TZVPD basis set", "smiles": "O=CO.O", "homo_lumo_gap_ev": 11.4, "lumo_energy_ev": 0.65, "species": ["O", "H", "H", "H", "O", "C", "O", "H"], "coordinates": [[1.63128, 0.02187, 0.76311], [0.16898, -0.19115, -0.44991], [2.03573, 0.39845, 0.02213], [1.74962, 0.72981, 1.48733], [-0.36004, 0.00712, -1.26069], [-1.45702, -0.22430, -0.42552], [-1.30897, -0.28205, 0.74469], [-2.45958, -0.45976, -0.88113]]}

2.
{"formula": "CH4O3", "method": "ωB97M-V with the def2-TZVPD basis set", "smiles": "O=CO.O", "homo_lumo_gap_ev": 12.0, "lumo_energy_ev": 0.60, "species": ["O", "C", "O", "H", "H", "H", "H", "O"], "coordinates": [[-1.52022, 0.93368, -0.34723], [-0.38584, 0.89836, -0.73051], [-0.01543, -0.11981, -1.51916], [0.51314, 1.57989, -0.68708], [-0.73333, -0.80870, -1.53352], [1.14031, -0.54441, 1.08575], [0.01022, -1.03243, 1.85324], [0.99115, -0.90658, 1.87852]]}

Most stable of them? 2.

1.
{"formula": "CH4O3", "method": "ωB97M-V with the def2-TZVPD basis set", "homo_lumo_gap_ev": 10.9, "lumo_energy_ev": 0.68, "species": ["C", "O", "O", "O", "H", "H", "H", "H"], "coordinates": [[-0.42253, 0.34933, -0.28838], [-1.39019, -0.55924, 0.00168], [1.73480, -0.45920, -0.22314], [0.72068, 0.28894, 0.46281], [-0.24809, 0.38242, -1.36113], [-0.91972, 1.78145, 0.03330], [-1.48449, -0.65376, 0.95895], [2.00954, -1.12994, 0.41590]]}

2.
{"formula": "CH4O3", "method": "ωB97M-V with the def2-TZVPD basis set", "smiles": "O=CO.O", "homo_lumo_gap_ev": 10.9, "lumo_energy_ev": 0.51, "species": ["O", "H", "H", "H", "O", "C", "O", "H"], "coordinates": [[1.79193, 0.12704, 0.80073], [0.62462, 0.06120, -0.77055], [2.33978, 0.51425, 0.13078], [2.00451, 0.69708, 1.61015], [-0.18728, 0.08996, -1.27972], [-1.23775, -0.15936, -0.43252], [-1.01256, -0.24070, 0.79653], [-2.27917, -0.12671, -0.91561]]}

Most stable of them? 2.

1.
{"formula": "CH4O3", "method": "ωB97M-V with the def2-TZVPD basis set", "smiles": "C=O.OO", "homo_lumo_gap_ev": 10.5, "lumo_energy_ev": 0.50, "species": ["C", "H", "H", "H", "H", "O", "O", "O"], "coordinates": [[-0.40698, 0.39622, -1.82060], [0.18445, -0.96336, 2.70885], [1.04183, -0.51987, 0.88786], [-0.01867, -0.21571, -2.64139], [-0.24494, -0.00031, -0.78804], [0.33485, -0.01838, 2.57594], [0.19573, -0.06597, 1.12480], [-1.08628, 1.38738, -2.04742]]}

2.
{"formula": "CH4O3", "method": "ωB97M-V with the def2-TZVPD basis set", "smiles": "O=CO.O", "homo_lumo_gap_ev": 11.5, "lumo_energy_ev": 0.67, "species": ["H", "O", "O", "H", "H", "C", "H", "O"], "coordinates": [[-0.86552, -0.16417, -0.04457], [-0.62506, -0.88888, 1.10757], [-0.76082, 0.52447, -0.82903], [-0.62710, -1.84403, 1.22988], [0.31922, -0.59472, 1.02530], [0.49359, 0.89495, -0.83626], [0.75161, 1.61541, -1.61575], [1.31410, 0.45697, -0.03713]]}

Most stable of them? 2.

1.
{"formula": "H80O40", "method": "ωB97M-V with the def2-TZVPD basis set", "homo_lumo_gap_ev": 9.5, "lumo_energy_ev": -0.34, "species": ["H", "H", "O", "H", "H", "O", "H", "H", "O", "H", "H", "O", "H", "H", "O", "H", "O", "H", "O", "H", "H", "O", "H", "H", "O", "H", "H", "O", "H", "H", "O", "H", "O", "H", "H", "O", "H", "H", "O", "H", "H", "O", "H", "H", "O", "H", "H", "O", "H", "H", "O", "H", "O", "H", "H", "O", "H", "O", "H", "H", "O", "H", "H", "O", "H", "H", "O", "H", "H", "O", "H", "H", "O", "H", "H", "O", "H", "H", "O", "H", "H", "O", "H", "H", "O", "H", "H", "O", "H", "O", "H", "H", "O", "H", "H", "H", "H", "H", "H", "O", "H", "H", "O", "H", "H", "O", "H", "H", "O", "H", "H", "O", "H", "H", "O", "H", "H", "O", "H", "H"], "coordinates": [[0.55090, -4.17005, -5.12972], [0.33446, -2.86548, -5.63235], [0.12049, -3.35409, -4.73275], [-0.26846, 4.06459, 4.90369], [0.16387, 3.26325, 3.66369], [0.37013, 3.48477, 4.48406], [-1.99345, 2.17487, -2.94811], [-2.12069, 1.05387, -4.01299], [-1.65411, 1.48075, -3.39654], [-4.74900, 2.11227, 1.52188], [-4.62568, 3.62267, 1.28300], [-4.45418, 3.04421, 1.92267], [1.40270, -0.02311, 5.39793], [1.99207, -0.71081, 6.66397], [1.80722, -0.87581, 5.63365], [-1.59796, 2.06909, 6.12456], [-1.78546, 2.87430, 5.56070], [3.37767, 0.67448, 3.96273], [2.96546, 0.55486, 3.21045], [-0.18700, 1.87180, 4.93443], [0.10399, 0.93080, 3.89939], [0.11756, 0.93981, 4.85201], [4.37694, -2.60626, 1.32429], [5.39240, -2.48785, 2.45782], [5.05162, -2.08218, 1.64914], [-0.74930, 2.28900, -5.67200], [0.44145, 2.67376, -6.40108], [-0.57313, 2.31510, -6.57935], [1.40098, 4.72219, 0.69869], [1.58193, 3.48041, 1.69104], [0.83990, 4.11389, 1.30990], [0.75484, -0.02342, -1.36072], [0.99583, 0.79141, -1.87456], [-4.48094, -2.67674, 3.08067], [-5.28743, -1.55945, 2.57595], [-5.16948, -2.49986, 2.40581], [3.09367, -5.48398, -2.95985], [2.70385, -4.71524, -4.35625], [2.79662, -4.74871, -3.51282], [-3.20260, 2.34097, -0.75307], [-4.62875, 1.59973, -1.20292], [-4.15888, 2.28868, -0.58263], [2.97904, 1.98866, -2.15858], [3.00163, 3.59372, -2.70653], [2.84025, 2.99779, -1.82616], [-0.78624, -2.62882, 0.56719], [0.44264, -2.08929, 1.12456], [-0.38472, -2.32027, 1.36297], [-0.71851, 4.67959, 0.17797], [-2.13353, 4.33999, 0.47367], [-1.48968, 4.32943, -0.21355], [2.40286, -2.41585, -0.61961], [1.50935, -2.58245, -0.67988], [-1.45618, 0.88793, 0.65836], [-1.94186, 1.83801, 1.53289], [-1.85454, 0.84684, 1.73244], [0.45500, 5.72443, -1.37234], [1.22454, 5.66794, -0.84123], [-4.87187, -0.09760, 4.22761], [-3.52783, -0.43298, 3.60890], [-4.39111, -0.31788, 3.54367], [6.19623, -1.33817, -2.17168], [4.91681, -0.57108, -1.97984], [5.27024, -1.24855, -2.44618], [-1.90873, -3.18071, 3.02779], [-1.30042, -3.49130, 4.45070], [-2.02236, -3.65814, 3.77546], [1.12347, -2.72714, 4.55238], [0.74266, -2.86999, 3.12984], [0.39843, -3.01995, 3.93003], [1.87277, 0.19574, 1.45179], [0.50222, -0.42258, 1.50931], [1.40959, -0.55693, 1.75261], [-0.46532, -0.28593, -5.49047], [0.21349, 0.11097, -6.81365], [-0.14495, -0.65863, -6.18426], [4.25902, 1.36250, -1.66112], [4.99514, 2.57341, -1.50694], [5.13872, 1.65366, -1.62268], [-2.20754, 0.05553, 4.64424], [-2.09130, -0.67907, 6.09886], [-2.62557, -0.04353, 5.47554], [-3.57520, -2.83374, -3.97172], [-2.61288, -2.78587, -2.79173], [-3.26523, -2.35017, -3.11543], [1.25531, -1.04711, -3.68542], [1.46317, -2.61122, -3.32018], [1.90187, -1.67257, -3.13636], [2.90996, -3.62679, 3.00392], [2.89152, -3.82918, 2.14236], [0.51322, 1.38210, 1.42690], [-0.28721, 2.76669, 0.72685], [-0.05456, 1.81556, 0.75736], [1.08803, -1.78475, -1.03452], [-2.35262, 2.64162, 4.85510], [1.97338, 6.04900, -1.22366], [2.60095, -0.37997, 3.18932], [0.14943, 1.33095, -2.02000], [2.52093, -2.95764, 1.67172], [-5.02684, -0.51499, -0.66164], [-5.77106, -1.18695, -0.23037], [-4.52450, -0.12706, 0.13240], [-1.66017, -0.62285, -1.18846], [-2.46545, -1.01541, -0.87688], [-1.97737, -0.66674, -2.13385], [1.94278, 1.78374, -4.28763], [2.74118, 1.30091, -4.72567], [1.56589, 1.28875, -3.51250], [-3.35253, -3.28613, 0.13661], [-3.89086, -2.68757, 0.52627], [-3.65177, -4.22013, -0.08143], [2.78803, -5.87001, -1.04112], [3.44345, -5.30934, -1.07814], [1.97974, -5.90693, -0.56974], [3.95486, -0.51319, -4.22336], [4.64753, -1.07164, -3.90175], [3.27897, -0.85499, -3.61328], [-2.35051, 4.41725, -2.82244], [-2.57967, 5.22388, -2.30237], [-2.83373, 4.57476, -3.63764]]}

2.
{"formula": "H80O40", "method": "ωB97M-V with the def2-TZVPD basis set", "homo_lumo_gap_ev": 9.7, "lumo_energy_ev": -0.50, "species": ["H", "H", "O", "H", "H", "O", "H", "H", "O", "H", "H", "O", "H", "H", "O", "H", "O", "H", "O", "H", "H", "O", "H", "H", "O", "H", "H", "O", "H", "H", "O", "H", "O", "H", "H", "O", "H", "H", "O", "H", "H", "O", "H", "H", "O", "H", "H", "O", "H", "H", "O", "H", "O", "H", "H", "O", "H", "O", "H", "H", "O", "H", "H", "O", "H", "H", "O", "H", "H", "O", "H", "H", "O", "H", "H", "O", "H", "H", "O", "H", "H", "O", "H", "H", "O", "H", "H", "O", "H", "O", "H", "H", "O", "H", "H", "H", "H", "H", "H", "O", "H", "H", "O", "H", "H", "O", "H", "H", "O", "H", "H", "O", "H", "H", "O", "H", "H", "O", "H", "H"], "coordinates": [[3.95750, 3.69540, 3.39948], [2.61639, 3.77991, 4.00821], [3.05559, 3.93100, 3.15887], [-4.90174, 3.97365, -0.21133], [-4.12672, 3.24683, -1.31607], [-4.26979, 4.11425, -0.92225], [2.11929, -0.67272, -0.56112], [2.99551, 0.59604, -0.32515], [2.20758, 0.13092, -0.03517], [1.95244, 4.77186, 0.64247], [1.59231, 3.92730, 1.85101], [1.19908, 4.40796, 1.12283], [2.57856, -4.37686, -0.57325], [2.45101, -5.85448, -1.09084], [2.65049, -5.30701, -0.32539], [3.09437, 1.08538, -2.95418], [2.46907, 1.24067, -2.24059], [-0.43988, -0.89544, 4.64289], [0.38469, -0.83721, 4.15511], [-5.13290, 2.83164, 2.32417], [-4.66843, 1.42901, 1.89141], [-5.45423, 1.99819, 1.97403], [3.29540, 3.11922, -0.92579], [3.68217, 3.91230, -2.26141], [3.10086, 3.85896, -1.50196], [1.57622, -2.02029, -5.19780], [0.50615, -2.03333, -6.38423], [1.38177, -1.76253, -6.10476], [1.23187, 2.56003, 4.88529], [1.18001, 1.38251, 5.89771], [1.66268, 2.17892, 5.65605], [2.34166, -3.40665, 3.34325], [1.52035, -3.64344, 3.81889], [5.72975, 2.04021, 2.42072], [5.61192, 0.69656, 1.85146], [5.38262, 1.61292, 1.62910], [0.63675, 1.65556, 2.32631], [-0.47087, 2.82824, 2.36045], [-0.23812, 1.92706, 2.61457], [-3.04015, 0.96746, 3.83905], [-2.53095, 0.14802, 2.63902], [-3.31469, 0.57305, 2.99872], [3.67718, -3.48750, 1.59638], [4.10282, -4.85068, 2.12968], [4.11121, -3.91390, 2.35745], [0.32411, -3.00630, -2.22034], [0.97330, -4.30669, -1.68237], [1.04355, -3.62648, -2.38508], [0.78551, -5.44781, 0.07944], [0.08694, -4.11755, 0.50798], [0.08922, -4.81439, -0.15535], [-1.71534, 2.81989, 4.37214], [-2.51194, 2.65619, 4.90458], [-0.37744, 3.15934, -3.45616], [-1.54579, 4.18841, -3.45995], [-1.33665, 3.25023, -3.52263], [-3.30552, -4.45719, -3.57523], [-3.77832, -3.79338, -4.07334], [0.15162, -1.83562, -3.38019], [-0.29761, -0.86659, -2.26883], [0.48669, -1.12572, -2.82780], [0.14148, -0.47690, 1.79132], [-0.29836, -0.86317, 0.43742], [-0.00660, -1.29215, 1.28716], [-5.94742, 0.63707, -2.19706], [-5.32271, -0.63891, -1.65750], [-6.17494, -0.18799, -1.75240], [-0.64333, -4.02812, -4.27868], [-1.08818, -3.77250, -5.70784], [-1.35297, -3.61498, -4.79316], [3.24653, 0.75174, 4.28093], [4.06253, 1.97443, 3.57467], [4.05270, 1.25741, 4.19918], [-2.22022, 5.38731, 2.83617], [-0.70719, 5.50504, 2.60257], [-1.40437, 4.87744, 2.82764], [0.89167, 0.13027, -5.58076], [1.38039, 0.75139, -4.42145], [1.39846, 0.94535, -5.37490], [-1.96133, 1.21603, 0.17225], [-0.44026, 1.50857, -0.24117], [-1.06878, 0.87149, 0.12076], [4.91991, -1.19365, 1.39708], [5.16072, -2.41019, 2.23050], [5.57985, -1.55184, 2.00374], [3.78037, -2.22713, -3.05732], [2.66935, -2.54532, -2.18476], [3.30735, -1.81207, -2.32183], [-5.21146, -1.25486, 3.34653], [-5.66108, -1.30223, 2.49394], [2.80359, -1.76848, 0.76174], [1.33487, -2.07673, 1.38525], [2.18233, -2.47271, 0.96402], [-2.45356, 3.49423, 5.39054], [1.69116, 0.67924, -2.34985], [-3.38649, -3.49583, -4.88105], [0.88300, -1.66390, 4.24321], [0.93900, -3.76827, 3.05577], [-6.16719, -0.47608, 2.53148], [-1.37399, -2.59335, 3.12831], [-1.20844, -1.69131, 2.86138], [-0.75578, -2.94450, 3.76523], [-0.60359, 2.65377, -6.05727], [-0.01606, 1.87961, -5.95738], [-1.19985, 2.66283, -5.29408], [-2.70382, -1.28767, 0.93029], [-3.66743, -1.39303, 0.88493], [-2.45834, -1.70947, 1.76857], [-3.59644, -0.93535, -2.81609], [-3.64627, -0.28050, -3.51889], [-3.75701, -1.77691, -3.27153], [0.54509, 3.24880, -1.63799], [0.92410, 3.87807, -1.01236], [1.25014, 2.58328, -1.65413], [-1.54898, -1.17747, -1.31988], [-2.31654, -0.62776, -1.51171], [-1.60587, -1.62543, -0.45394], [-2.91024, 1.67826, -2.32218], [-2.29197, 2.31069, -1.91561], [-2.50674, 1.81919, -3.19003]]}

Most stable of them? 2.